Entry 1:
One molecule with the formula C28H33F2N5O6 in a non-equilibrium geometry, computed with wB97M-V/def2-TZVPD.

## Properties
Charge: 0
E_HOMO (eV): -8.82
SMILES: CCCCOc1c(N(C)C(C)=O)cc(CC(N)(N)N)c2c1C(=O)c1cc([C@H](F)CC)cc(C(=O)NC(=O)F)c1C2=O
Gap between HOMO and LUMO (eV): 7.543

CARTESIAN COORDINATES (ANGSTROEM)
C1 -4.777 4.969 1.178
C2 -3.703 3.904 1.520
C3 -4.273 2.474 1.388
C4 -3.272 1.396 0.966
O1 -2.054 1.941 0.449
C5 -1.441 1.187 -0.509
C6 -1.861 1.188 -1.846
N1 -2.928 1.980 -2.388
C7 -2.966 3.384 -1.967
C8 -4.196 1.351 -2.387
C9 -4.293 0.060 -3.164
O2 -5.169 1.832 -1.864
C10 -1.188 0.368 -2.736
C11 -0.122 -0.445 -2.382
C12 0.463 -1.301 -3.498
C13 1.631 -0.604 -4.259
N2 2.119 0.582 -3.553
N3 2.660 -1.607 -4.520
N4 1.208 -0.109 -5.572
C14 0.326 -0.429 -1.055
C15 -0.344 0.399 -0.128
C16 0.152 0.421 1.277
O3 -0.093 1.304 2.061
C17 1.011 -0.711 1.740
C18 1.179 -0.892 3.105
C19 1.978 -1.917 3.581
C20 2.226 -2.112 5.045
F1 1.047 -1.984 5.747
C21 3.264 -1.112 5.594
C22 4.261 -0.560 4.572
C23 2.570 -2.781 2.665
C24 2.401 -2.607 1.296
C25 3.044 -3.620 0.403
O4 2.467 -4.241 -0.423
N5 4.479 -3.805 0.613
C26 4.753 -4.895 1.462
O5 4.445 -6.013 1.305
F2 5.419 -4.542 2.548
C27 1.631 -1.540 0.812
C28 1.481 -1.251 -0.634
O6 2.308 -1.647 -1.424
H1 -5.563 4.571 0.541
H2 -4.306 5.770 0.610
H3 -5.205 5.427 2.064
H4 -2.860 4.082 0.869
H5 -3.450 4.061 2.563
H6 -4.632 2.197 2.377
H7 -5.148 2.495 0.749
H8 -3.723 0.783 0.187
H9 -3.070 0.738 1.810
H10 -3.105 4.051 -2.814
H11 -2.013 3.635 -1.516
H12 -3.726 3.589 -1.225
H13 -5.338 -0.201 -3.262
H14 -3.904 0.258 -4.160
H15 -3.704 -0.731 -2.715
H16 -1.510 0.378 -3.765
H17 -0.364 -1.484 -4.173
H18 0.821 -2.236 -3.094
H19 2.583 0.318 -2.693
H20 2.846 0.981 -4.139
H21 3.198 -1.341 -5.332
H22 3.266 -1.739 -3.723
H23 1.069 0.890 -5.517
H24 0.364 -0.563 -5.886
H25 0.701 -0.225 3.807
H26 2.641 -3.105 5.210
H27 2.736 -0.265 6.029
H28 3.845 -1.571 6.389
H29 4.757 -1.335 3.995
H30 5.048 -0.049 5.124
H31 3.826 0.190 3.922
H32 3.172 -3.596 3.039
H33 4.903 -3.990 -0.289

***

Entry 2:
C28H33N2O3PS5Sn as an isolated structure, computed with wB97M-V/def2-TZVPD.

## Properties
Charge: 0
E_HOMO (eV): -7.89
Gap between HOMO and LUMO (eV): 7.900
Energy relative to the best compared isomer or geometry (same formula, charge and spin) (kcal/mol): 0.0

CARTESIAN COORDINATES (ANGSTROEM)
Sn1 -1.038 -1.777 0.460
C1 -0.487 -3.260 -3.849
C2 -0.971 -2.555 -2.618
N1 -0.538 -2.899 -1.455
N2 0.453 -3.879 -1.449
C3 1.328 -3.712 -0.530
S1 1.382 -2.455 0.690
S2 2.673 -4.880 -0.535
C4 3.958 -3.719 -1.125
C5 3.616 -3.100 -2.452
C6 3.175 -1.783 -2.522
C7 2.827 -1.218 -3.743
C8 2.925 -1.964 -4.908
C9 3.361 -3.283 -4.845
C10 3.697 -3.847 -3.625
C11 -1.863 -1.392 -2.733
C12 -2.821 -1.349 -3.757
C13 -3.580 -0.225 -3.991
C14 -3.350 0.915 -3.219
C15 -2.410 0.907 -2.214
C16 -1.669 -0.250 -1.917
O1 -0.811 -0.213 -0.906
H1 0.597 -3.155 -3.914
H2 -0.937 -2.848 -4.746
H3 -0.688 -4.330 -3.774
H4 4.856 -4.334 -1.194
H5 4.122 -2.959 -0.363
H6 3.089 -1.200 -1.613
H7 2.478 -0.194 -3.780
H8 2.658 -1.524 -5.860
H9 3.437 -3.872 -5.750
H10 4.020 -4.880 -3.576
H11 -2.973 -2.230 -4.369
H12 -4.330 -0.223 -4.771
H13 -3.921 1.817 -3.407
H14 -2.229 1.783 -1.604
S3 -0.051 0.713 2.062
C17 -1.288 1.849 1.477
C18 -2.647 1.615 1.644
C19 -3.564 2.521 1.134
C20 -3.128 3.648 0.448
C21 -1.770 3.864 0.265
C22 -0.846 2.966 0.781
H15 -2.988 0.737 2.179
H16 -4.623 2.341 1.267
H17 -3.847 4.354 0.054
H18 -1.425 4.738 -0.272
H19 0.216 3.135 0.651
C23 -1.520 4.432 4.151
C24 -1.382 3.470 5.309
C25 -2.622 2.623 5.507
O2 -0.158 2.706 5.074
P1 0.211 1.185 5.289
S4 -0.147 0.362 6.973
S5 -0.798 0.010 3.847
O3 1.721 1.183 4.840
C26 2.425 2.229 4.104
C27 3.461 1.523 3.259
C28 3.029 3.196 5.100
H20 -2.324 5.138 4.361
H21 -1.762 3.897 3.232
H22 -0.598 4.992 4.000
H23 -1.168 4.027 6.223
H24 -2.840 2.036 4.613
H25 -3.462 3.295 5.683
H26 -2.527 1.951 6.356
H27 1.699 2.739 3.470
H28 4.158 0.979 3.898
H29 4.021 2.255 2.676
H30 2.991 0.817 2.576
H31 3.714 2.668 5.764
H32 2.255 3.672 5.699
H33 3.586 3.970 4.570

***

Entry 3:
C28H33N2OYb as an isolated structure in a non-equilibrium geometry, computed with wB97M-V/def2-TZVPD.

## Properties
Charge: 0
E_HOMO (spin up / spin down) (eV): -6.38 / -6.38
2S+1: 2
Gap between HOMO and LUMO (spin up / spin down) (eV): 6.720 / 6.719
Energy relative to the best compared isomer or geometry (same formula, charge and spin) (kcal/mol): 0.0

CARTESIAN COORDINATES (ANGSTROEM)
C1 2.737 -0.195 2.562
C2 2.994 -0.834 1.310
C3 2.777 0.120 0.277
H1 3.321 -1.864 1.168
C4 2.390 1.348 0.880
C5 2.357 1.159 2.291
H2 2.230 2.291 0.357
C6 -1.029 -2.171 2.450
C7 0.069 -2.857 1.848
C8 -0.098 -2.795 0.435
H3 0.886 -3.356 2.373
C9 -1.295 -2.079 0.154
C10 -1.853 -1.675 1.401
H4 2.949 -0.035 -0.788
H5 2.121 1.923 3.033
H6 2.828 -0.653 3.548
H7 -2.807 -1.159 1.517
H8 0.547 -3.260 -0.315
H9 -1.229 -2.070 3.518
Yb1 0.485 -0.368 1.579
C11 -1.997 -1.971 -1.190
C12 -3.388 -2.620 -1.059
C13 -1.223 -2.706 -2.289
H10 -3.300 -3.666 -0.738
H11 -3.908 -2.610 -2.024
H12 -4.016 -2.094 -0.332
H13 -1.150 -3.775 -2.053
H14 -0.210 -2.304 -2.415
H15 -1.752 -2.609 -3.246
C14 -2.208 -0.484 -1.606
C15 -0.979 0.332 -1.921
H16 -2.782 0.034 -0.814
H17 -2.850 -0.479 -2.503
O1 -0.019 0.468 -1.142
N1 -0.918 0.989 -3.093
C16 0.095 2.050 -3.225
H18 -1.733 1.034 -3.692
C17 1.481 1.508 -3.454
C18 2.604 2.171 -2.935
H19 2.454 3.075 -2.341
C19 3.889 1.674 -3.175
H20 4.758 2.194 -2.759
C20 4.062 0.523 -3.955
H21 5.066 0.142 -4.152
C21 2.943 -0.131 -4.484
H22 3.061 -1.029 -5.095
C22 1.657 0.368 -4.240
H23 0.776 -0.124 -4.657
H24 0.104 2.665 -2.317
H25 -0.217 2.674 -4.070
C23 -2.147 2.259 1.079
C24 -1.836 1.940 2.485
C25 -2.482 2.455 3.639
C26 -1.837 1.889 4.754
C27 -0.822 1.038 4.248
C28 0.150 0.235 5.025
N2 -0.840 1.067 2.874
H26 -2.285 3.347 0.969
H27 -3.088 1.774 0.767
H28 -1.348 1.944 0.389
H29 -3.314 3.155 3.602
H30 -2.029 2.035 5.812
H31 -0.094 0.337 6.090
H32 0.110 -0.835 4.768
H33 1.180 0.591 4.879